# H24O12

A molecular structure, H24O12 at a distorted geometry (the ωB97M-V functional and the def2-TZVPD basis, OMol25).

The geometry in ORCA input format:
```
! RIJCOSX wB97M-V def2-TZVPD def2/J DEFGRID3
* xyz 0 1
O 13.081 1.314 50.032
H 13.373 0.639 49.428
H 13.891 1.812 50.304
O 9.398 1.153 49.748
H 9.266 0.318 50.281
H 9.462 0.910 48.915
O 11.678 0.076 52.341
H 11.983 0.606 51.503
H 10.702 -0.100 52.334
O 8.812 -0.072 52.058
H 9.477 -0.718 51.965
H 8.120 -0.045 51.420
O 9.622 2.200 53.701
H 9.023 2.226 53.107
H 10.510 2.200 53.081
O 7.390 0.625 53.597
H 7.443 -0.114 54.155
H 7.853 0.379 52.708
O 13.543 -0.861 49.002
H 13.117 -1.280 49.641
H 13.811 -1.590 48.397
O 10.148 0.179 54.971
H 9.581 0.474 54.287
H 9.794 -0.615 55.494
O 12.653 0.420 53.974
H 12.000 -0.088 54.517
H 12.259 0.460 53.169
O 13.356 -1.296 52.385
H 12.922 -0.455 52.230
H 14.193 -1.117 52.243
O 10.902 -2.839 51.788
H 10.835 -3.495 52.437
H 11.749 -2.474 51.576
O 11.023 3.007 51.321
H 11.981 2.886 51.046
H 10.639 2.372 50.966
*
```

Computed properties:
relative energy (zero: lowest compared OMol25 entry of this formula, charge and spin): 1136.56 kJ/mol
HOMO: -8.6 eV
orbital gap: 0.30086 hartree

=====

# H24O12

A molecular structure, H24O12 at a distorted geometry (the ωB97M-V functional and the def2-TZVPD basis, OMol25).

The geometry in ORCA input format:
```
! RIJCOSX wB97M-V def2-TZVPD def2/J DEFGRID3
* xyz 0 1
O 0.561 1.242 -1.782
H 0.335 1.717 -2.582
H 0.432 0.321 -2.006
O -0.780 0.933 2.515
H -0.559 0.704 3.418
H -1.123 0.123 2.139
O 0.946 2.234 1.922
H 0.429 1.438 1.802
H 0.466 2.907 1.441
O -2.653 -0.006 -0.956
H -1.975 -0.646 -0.741
H -3.362 -0.525 -1.334
O 2.684 0.496 -1.714
H 1.837 0.920 -1.855
H 3.032 0.356 -2.594
O 1.147 2.893 -0.407
H 1.974 2.412 -0.376
H 0.694 2.541 -1.173
O 0.657 -0.712 -2.181
H -0.011 -1.116 -1.627
H 1.402 -1.312 -2.133
O -0.588 -2.251 1.083
H -0.473 -3.200 1.122
H -0.004 -1.910 1.760
O -1.848 -0.670 1.621
H -1.242 -1.378 1.402
H -2.659 -0.899 1.166
O 1.616 -0.621 1.377
H 0.835 -0.230 0.985
H 1.336 -0.891 2.251
O 0.000 0.209 0.374
H -0.593 -0.408 -0.054
H 0.442 0.657 -0.348
O -0.995 -1.385 -0.839
H -0.963 -1.971 -1.595
H -0.996 -1.970 -0.082
*
```

Computed properties:
relative energy (zero: lowest compared OMol25 entry of this formula, charge and spin): 1715.84 kJ/mol
HOMO: -7.4 eV
orbital gap: 0.22441 hartree

=====

# H24O12

A molecular structure, H24O12 at a distorted geometry (the ωB97M-V functional and the def2-TZVPD basis, OMol25).

The geometry in ORCA input format:
```
! RIJCOSX wB97M-V def2-TZVPD def2/J DEFGRID3
* xyz 0 1
O -0.910 -1.500 -1.982
H -0.731 -0.643 -1.595
H -0.346 -2.104 -1.498
O 2.494 0.632 1.437
H 3.280 0.177 1.738
H 2.285 0.221 0.598
O -1.480 2.932 -0.037
H -2.131 2.917 0.664
H -1.449 2.030 -0.357
O -2.832 0.019 -1.075
H -3.662 -0.455 -1.029
H -2.480 -0.027 -0.186
O 0.225 0.292 1.926
H 0.056 0.736 2.757
H 1.116 0.552 1.692
O 1.034 -2.156 0.926
H 0.293 -1.757 1.384
H 1.450 -1.428 0.464
O 1.762 -0.220 -2.262
H 1.881 0.539 -1.691
H 2.087 0.068 -3.115
O 2.080 -0.520 -0.242
H 2.999 -0.787 -0.212
H 1.910 -0.347 -1.168
O -0.130 0.165 -0.557
H 0.730 -0.116 -0.244
H -0.642 0.301 0.240
O -2.214 0.120 1.027
H -1.780 -0.729 1.113
H -2.544 0.311 1.905
O -0.722 -1.404 1.926
H -0.514 -0.471 1.877
H -0.563 -1.638 2.840
O -0.378 1.288 -2.730
H -0.357 0.936 -1.840
H 0.180 2.064 -2.694
*
```

Computed properties:
relative energy (zero: lowest compared OMol25 entry of this formula, charge and spin): 1486.74 kJ/mol
HOMO: -8.7 eV
orbital gap: 0.30381 hartree

=====

# H24O12

12 unconnected molecules or ions with the total composition H24O12 at a distorted geometry (the ωB97M-V functional and the def2-TZVPD basis, OMol25).

The geometry in ORCA input format:
```
! RIJCOSX wB97M-V def2-TZVPD def2/J DEFGRID3
* xyz 0 1
H 0.720 -0.246 0.999
H -0.511 0.200 0.228
H 0.693 1.953 2.650
H 2.016 1.332 2.234
H -4.693 -2.422 0.356
H -3.823 -1.271 0.834
H 3.912 -0.810 -0.515
H 4.690 -0.549 -1.794
H 0.865 -2.420 -0.019
H 1.523 -2.707 -1.359
H -3.895 0.070 2.234
H -2.639 -0.241 1.436
H 2.749 4.172 -0.319
H 3.694 3.025 -0.638
H -0.293 -2.538 -1.240
H -0.776 -1.296 -1.970
H -2.828 1.486 -1.597
H -2.153 2.595 -2.387
H 4.336 -2.444 0.797
H 4.274 -3.856 1.356
H -2.393 -0.695 -1.580
H -3.639 -1.467 -1.178
H -0.208 4.401 0.163
H -0.851 3.955 1.466
O 0.217 0.540 0.760
O 1.104 1.105 2.447
O -4.429 -1.950 1.154
O 4.048 -1.153 -1.405
O 1.695 -2.311 -0.497
O -2.938 0.188 2.246
O 3.260 3.786 -1.039
O -1.072 -2.160 -1.663
O -2.731 1.831 -2.492
O 3.745 -3.057 1.249
O -3.353 -0.679 -1.656
O -0.314 3.631 0.734
*
```

Computed properties:
relative energy (zero: lowest compared OMol25 entry of this formula, charge and spin): 492.70 kJ/mol
HOMO: -9.7 eV
orbital gap: 0.35153 hartree

=====

# H24O12

12 unconnected molecules or ions with the total composition H24O12 at a distorted geometry (the ωB97M-V functional and the def2-TZVPD basis, OMol25).

The geometry in ORCA input format:
```
! RIJCOSX wB97M-V def2-TZVPD def2/J DEFGRID3
* xyz 0 1
H -0.261 -0.780 1.150
H 0.037 -1.728 0.014
H 1.605 1.500 -0.423
H 1.417 0.319 -1.370
H 0.718 2.995 -0.925
H 0.256 4.463 -1.234
H 0.702 -1.378 -2.722
H 0.671 0.139 -2.879
H -1.863 -3.057 -3.376
H -2.112 -2.233 -4.642
H -0.777 2.500 -2.654
H -1.630 3.721 -2.857
H 2.624 -1.578 0.615
H 2.918 -1.807 -0.721
H -3.532 0.905 -0.809
H -4.735 0.017 -0.457
H 0.385 0.374 6.711
H 0.722 0.042 5.219
H -0.234 2.649 4.757
H 0.595 1.421 4.319
H -1.505 -1.221 -1.593
H -0.899 0.153 -2.200
H 1.376 -3.996 2.746
H 2.561 -3.927 3.753
O -0.393 -0.815 0.188
O 1.845 0.577 -0.587
O 0.876 3.817 -1.438
O 1.317 -0.569 -2.753
O -2.075 -3.095 -4.321
O -1.610 2.756 -2.811
O 2.932 -1.073 -0.072
O -4.258 0.833 -0.222
O 1.113 0.231 6.118
O 0.557 2.111 4.924
O -1.568 -0.632 -2.334
O 2.229 -3.630 2.888
*
```

Computed properties:
relative energy (zero: lowest compared OMol25 entry of this formula, charge and spin): 630.99 kJ/mol
HOMO: -10.0 eV
orbital gap: 0.34560 hartree

=====

# H24O12

12 unconnected molecules or ions with the total composition H24O12 at a distorted geometry (the ωB97M-V functional and the def2-TZVPD basis, OMol25).

The geometry in ORCA input format:
```
! RIJCOSX wB97M-V def2-TZVPD def2/J DEFGRID3
* xyz 0 1
O -0.117 -0.447 0.193
H -0.991 -0.246 -0.137
H 0.317 0.399 0.033
O 0.815 1.797 1.717
H -0.118 1.484 1.757
H 1.113 1.855 2.606
O 3.274 -0.342 -0.082
H 2.756 0.453 -0.159
H 2.876 -0.994 -0.698
O -4.632 0.673 -0.425
H -3.806 0.282 -0.553
H -5.329 0.038 -0.288
O -0.523 -2.395 1.927
H -0.414 -1.710 1.272
H -0.011 -2.150 2.703
O 2.560 2.183 -0.628
H 3.032 2.146 0.218
H 3.182 2.461 -1.297
O 2.588 -0.656 2.398
H 1.742 -0.325 2.096
H 3.031 -0.759 1.577
O -0.371 -0.886 -2.894
H -0.835 -1.660 -3.204
H -0.679 -0.106 -3.384
O -1.924 1.306 1.771
H -2.524 0.569 1.725
H -2.290 1.840 1.084
O -0.135 2.091 -1.295
H 0.771 2.300 -0.918
H -0.017 1.938 -2.210
O -2.548 -0.745 -1.179
H -1.802 -0.731 -1.800
H -2.636 -1.620 -0.776
O 1.377 -2.838 -0.652
H 0.852 -2.001 -0.738
H 1.416 -3.204 0.244
*
```

Computed properties:
relative energy (zero: lowest compared OMol25 entry of this formula, charge and spin): 157.52 kJ/mol
HOMO: -10.4 eV
orbital gap: 0.37483 hartree

=====

# H24O12

12 unconnected molecules or ions with the total composition H24O12 at a distorted geometry (the ωB97M-V functional and the def2-TZVPD basis, OMol25).

The geometry in ORCA input format:
```
! RIJCOSX wB97M-V def2-TZVPD def2/J DEFGRID3
* xyz 0 1
O -1.469 2.248 -1.376
H -1.476 2.620 -0.494
H -2.119 1.547 -1.462
O -0.066 -3.166 -1.207
H 0.382 -2.349 -1.382
H 0.146 -3.748 -1.894
O -2.868 -0.646 0.950
H -2.058 -0.140 0.735
H -3.032 -0.453 1.869
O -3.086 0.020 -1.806
H -3.777 -0.370 -2.358
H -3.059 -0.377 -0.905
O -0.656 -0.475 -2.999
H -0.784 0.204 -3.658
H -1.402 -0.363 -2.379
O -0.214 -0.858 4.159
H 0.165 -0.117 3.652
H 0.558 -1.313 4.373
O 1.173 2.090 -2.260
H 1.252 2.880 -2.823
H 0.200 2.080 -2.144
O 3.167 0.769 2.279
H 3.241 0.549 1.289
H 3.775 1.452 2.451
O 1.719 -1.565 2.042
H 2.345 -0.858 1.899
H 1.951 -1.971 2.899
O 1.755 -1.124 -1.968
H 2.033 -1.579 -2.739
H 0.877 -0.740 -2.239
O 0.281 1.317 2.516
H -0.044 2.020 1.969
H 1.198 1.511 2.575
O -0.299 0.019 0.117
H 0.325 0.173 0.786
H -0.136 0.715 -0.466
*
```

Computed properties:
relative energy (zero: lowest compared OMol25 entry of this formula, charge and spin): 199.81 kJ/mol
HOMO: -10.0 eV
orbital gap: 0.36295 hartree

=====

# H25O13

13 unconnected molecules or ions with the total composition H25O13 at a distorted geometry (the ωB97M-V functional and the def2-TZVPD basis, OMol25).

The geometry in ORCA input format:
```
! RIJCOSX wB97M-V def2-TZVPD def2/J DEFGRID3
* xyz -1 1
O -1.261 1.488 -0.070
H -1.550 2.150 0.582
H 1.899 -0.813 3.613
O 4.066 -1.216 0.318
H 4.657 -0.710 -0.247
H 0.087 1.295 2.679
O -0.717 -0.052 1.816
H -1.003 0.183 2.706
O 0.889 -3.545 0.677
H 0.447 -3.937 -0.079
H 0.556 -2.751 1.104
O 1.917 -1.021 2.687
H -2.727 -2.878 2.478
H 2.368 -1.782 2.306
O 1.236 1.213 -0.161
H 0.982 0.284 -0.004
H 0.144 1.367 0.095
O -3.122 3.004 -1.115
H -2.478 3.354 -0.485
H -1.137 0.744 1.161
O -0.044 1.902 3.453
H 0.865 2.233 3.549
H -1.806 -1.599 1.879
O -2.043 -2.216 2.595
H -2.798 2.088 -1.136
H 3.178 -0.918 0.077
O -0.046 2.000 -2.839
H 0.397 2.794 -2.524
H -0.543 1.699 -2.060
O -3.284 -1.067 -1.743
H -3.407 -0.693 -2.626
H -2.398 -1.441 -1.813
O 2.561 1.223 -3.442
H 3.159 0.848 -2.786
H 1.832 1.536 -2.874
O -0.563 -1.846 -2.687
H -0.591 -1.217 -1.955
H 0.278 -1.704 -3.130
*
```

Computed properties:
relative energy (zero: lowest compared OMol25 entry of this formula, charge and spin): 316.65 kJ/mol
HOMO: -6.6 eV
orbital gap: 0.34339 hartree

=====

# H26HeO13

A molecular structure, H26HeO13 (the ωB97M-V functional and the def2-TZVPD basis, OMol25).

The geometry in ORCA input format:
```
! RIJCOSX wB97M-V def2-TZVPD def2/J DEFGRID3
* xyz 0 1
He 0.333 0.103 0.085
O -0.499 3.371 0.727
H 0.363 3.677 1.010
H -1.106 4.044 1.034
O 2.164 -0.091 -2.950
H 1.425 0.509 -3.054
H 2.683 0.288 -2.240
O -2.304 1.604 1.869
H -3.180 1.988 1.905
H -1.776 2.256 1.408
O -2.213 -3.186 1.465
H -1.281 -3.005 1.345
H -2.328 -4.077 1.135
O -0.368 1.323 3.933
H -0.752 1.724 3.153
H 0.395 0.845 3.607
O -0.256 3.912 -1.992
H 0.373 4.624 -1.872
H -0.538 3.689 -1.105
O -0.057 1.357 -3.605
H -0.376 2.014 -2.985
H -0.852 0.974 -3.977
O -1.600 -2.943 -2.336
H -0.799 -2.890 -1.815
H -1.377 -3.528 -3.060
O 0.678 -3.416 1.023
H 0.763 -2.850 0.255
H 0.190 -4.176 0.707
O -3.327 -0.784 0.417
H -2.809 -0.212 0.983
H -3.228 -1.655 0.801
O 1.019 -2.636 -1.693
H 1.632 -3.312 -1.983
H 1.116 -1.933 -2.335
O 1.659 -0.454 3.719
H 1.220 -0.843 4.475
H 2.322 0.124 4.096
O 4.051 0.900 -0.911
H 3.938 1.150 0.007
H 4.703 1.515 -1.248
*
```

Computed properties:
relative energy (zero: lowest compared OMol25 entry of this formula, charge and spin): 164.94 kJ/mol
HOMO: -9.8 eV
orbital gap: 0.34547 hartree

=====

# H26IO13Zn

A molecular structure, H26IO13Zn at a distorted geometry (the ωB97M-V functional and the def2-TZVPD basis, OMol25).

The geometry in ORCA input format:
```
! RIJCOSX wB97M-V def2-TZVPD def2/J DEFGRID3
* xyz 1 1
Zn 1.008 -0.414 -0.832
I 0.425 -3.558 2.732
O 2.863 0.005 -0.134
H 3.809 -0.101 -0.233
H 2.765 0.619 0.594
O -3.247 0.420 -3.237
H -3.505 1.296 -3.521
H -2.792 0.560 -2.406
O 2.257 2.770 -0.090
H 2.405 3.159 0.772
H 2.686 3.370 -0.701
O -2.454 1.479 -0.115
H -1.841 1.965 0.437
H -2.800 0.793 0.457
O -1.343 3.362 1.699
H -1.024 4.017 2.319
H -1.155 3.735 0.838
O -0.745 -1.055 -1.719
H -0.940 -1.362 -2.604
H -1.541 -1.242 -1.220
O -2.204 -0.780 3.373
H -2.099 -1.481 2.730
H -3.041 -0.373 3.149
O 1.873 -0.775 -2.725
H 2.762 -0.612 -3.038
H 1.407 -1.114 -3.489
O 1.173 -2.514 -0.464
H 1.460 -3.284 -0.955
H 0.800 -2.869 0.343
O 0.648 1.395 -1.592
H 1.097 2.151 -1.215
H 0.050 1.769 -2.239
O 0.069 -0.282 0.892
H -0.716 -0.691 1.258
H 0.467 0.177 1.632
O 2.293 0.968 2.218
H 2.621 1.863 2.308
H 2.742 0.477 2.905
O -2.101 -4.914 0.374
H -1.842 -4.937 1.296
H -2.292 -3.992 0.202
*
```

Computed properties:
HOMO: -9.5 eV
orbital gap: 0.20864 hartree

=====

# H26K3O17P

A molecular structure, H26K3O17P at a distorted geometry (the ωB97M-V functional and the def2-TZVPD basis, OMol25).

The geometry in ORCA input format:
```
! RIJCOSX wB97M-V def2-TZVPD def2/J DEFGRID3
* xyz 0 1
K 0.220 -2.547 2.804
K 0.868 -0.739 -3.320
K 0.210 2.753 -1.158
P 0.062 -0.043 -0.141
O 1.490 0.251 -0.641
O -0.040 -1.475 0.408
O -0.859 0.223 -1.385
O -0.404 0.816 1.048
O 1.112 0.341 3.394
H 0.466 0.457 2.669
H 1.483 1.225 3.509
O -2.169 2.860 0.995
H -2.835 2.307 0.556
H -1.485 2.231 1.260
O -2.723 -1.415 -2.476
H -2.076 -0.843 -2.011
H -3.539 -0.905 -2.492
O 1.413 2.651 1.557
H 0.789 1.923 1.329
H 2.184 2.510 0.995
O 3.830 -0.123 -1.677
H 2.945 -0.129 -1.235
H 4.406 -0.616 -1.084
O -1.252 1.180 -3.915
H -1.274 0.842 -2.995
H -1.769 1.991 -3.894
O 3.036 2.640 -0.786
H 3.637 2.655 -1.537
H 2.703 1.724 -0.762
O 3.105 -0.314 1.393
H 2.512 -0.137 2.142
H 2.563 -0.135 0.609
O -2.466 -2.633 1.069
H -2.896 -1.982 1.636
H -1.716 -2.149 0.675
O 2.223 -2.964 0.471
H 2.886 -2.280 0.337
H 1.378 -2.525 0.232
O -3.364 0.696 -0.374
H -2.461 0.530 -0.745
H -3.614 -0.121 0.069
O -2.326 -0.210 2.672
H -2.127 0.133 3.549
H -1.620 0.138 2.087
O -0.690 -3.210 -1.846
H -1.532 -2.738 -1.940
H -0.282 -2.845 -1.049
*
```

Computed properties:
relative energy (zero: lowest compared OMol25 entry of this formula, charge and spin): 0.00 kJ/mol
HOMO: -10.1 eV
orbital gap: 0.34738 hartree

=====

# H26NO11

12 unconnected molecules or ions with the total composition H26NO11 at a distorted geometry (the ωB97M-V functional and the def2-TZVPD basis, OMol25).

The geometry in ORCA input format:
```
! RIJCOSX wB97M-V def2-TZVPD def2/J DEFGRID3
* xyz 1 1
N 0.886 3.773 -0.226
H 1.416 3.984 0.732
H -0.187 3.866 -0.145
H 1.081 4.509 -0.820
H 0.959 2.881 -0.586
H -1.642 1.921 -1.089
H -1.861 1.684 0.403
O -1.784 2.477 -0.312
H 3.349 -1.456 -1.756
H 2.041 -0.921 -2.606
O 2.577 -0.834 -1.841
H 0.327 0.678 -1.969
H 1.313 0.823 -0.774
O 0.697 1.411 -1.259
H 0.412 -3.645 -1.553
H -0.755 -2.755 -1.115
O 0.138 -3.100 -0.742
H -1.935 -1.966 1.556
H -1.244 -1.515 0.316
O -1.995 -1.505 0.762
H -0.494 -0.094 1.860
H 0.400 0.257 0.792
O -0.380 0.688 1.382
H -2.414 -1.585 -1.548
H -2.910 -2.735 -2.388
O -2.156 -2.339 -1.994
H -0.982 -0.668 -2.375
H 0.269 -1.352 -1.552
O -0.003 -0.726 -2.435
H 0.482 3.014 3.459
H -0.494 3.024 2.452
O 0.383 3.282 2.566
H -0.045 -3.162 1.701
H -0.421 -3.453 3.045
O -0.484 -2.690 2.392
H 3.009 -0.103 1.816
H 1.630 -0.810 1.916
O 2.070 -0.018 1.709
*
```

Computed properties:
relative energy (zero: lowest compared OMol25 entry of this formula, charge and spin): 331.59 kJ/mol
HOMO: -13.6 eV
orbital gap: 0.40023 hartree

=====

no.,M (g mol⁻¹)
1,216.18
2,216.18
3,216.18
4,216.18
5,216.18
6,216.18
7,216.18
8,233.19
9,238.20
10,426.49
11,446.46
12,216.20